A cluster of 21 separate species, C84H210O42 in total in a non-equilibrium geometry. Source: the OMol25 dataset; level of theory: ωB97M-V/def2-TZVPD.

Computed properties:
Kohn-Sham gap: 9.511 eV
E_LUMO: 0.5842 eV
energy relative to the best compared isomer or geometry (same formula, charge and spin): 345.4 kJ/mol
total charge: 0

Cartesian coordinates (Å):
C 6.79806 7.89642 -12.80643
O 7.91860 8.56545 -12.22832
C 7.96047 8.79539 -10.85444
C 6.63141 9.30407 -10.33649
O 6.19216 10.54389 -10.88531
C 7.10826 11.56102 -10.71706
H 6.55814 6.91952 -12.38665
H 7.12198 7.74453 -13.83604
H 5.94163 8.56516 -12.89258
H 8.75483 9.53830 -10.78253
H 8.26985 7.87482 -10.35953
H 6.71579 9.33825 -9.25030
H 5.89087 8.51359 -10.45832
H 7.97739 11.55732 -11.37486
H 7.48291 11.86595 -9.73994
H 6.64758 12.42197 -11.20145
C 2.32330 21.51261 -6.80737
O 2.03064 22.69883 -7.66119
C 1.05177 23.58622 -7.15129
C 1.68186 24.61419 -6.10634
O 1.98269 24.05980 -4.80361
C 0.89344 23.47121 -4.03322
H 1.46285 20.89579 -6.54801
H 3.00960 21.69158 -5.97968
H 2.97951 20.93400 -7.45752
H 0.20154 23.15785 -6.62053
H 0.70009 24.19905 -7.98127
H 0.95437 25.39850 -5.89724
H 2.57839 25.11386 -6.47330
H -0.14452 23.44852 -4.36522
H 0.77258 23.81939 -3.00742
H 1.15349 22.41270 -4.02657
C 8.39690 15.54425 -20.30636
O 7.09863 14.92482 -20.51920
C 6.67671 14.14460 -19.41887
C 6.55775 14.90967 -18.03876
O 7.86979 15.15315 -17.33126
C 8.51679 14.02371 -16.72756
H 8.78721 16.13515 -21.13497
H 9.07959 14.79327 -19.90879
H 8.17420 16.31082 -19.56416
H 7.13678 13.15805 -19.36265
H 5.71299 13.78717 -19.78161
H 5.82967 14.47837 -17.35175
H 6.11278 15.85484 -18.34981
H 9.45061 14.38310 -16.29522
H 8.77231 13.27263 -17.47501
H 7.98999 13.61710 -15.86428
C 5.85592 25.60236 -12.31189
O 6.09640 24.62378 -13.31489
C 5.49939 23.31998 -13.23061
C 6.15429 22.32443 -12.35077
O 5.15292 21.35266 -11.98969
C 5.58387 20.29060 -11.03855
H 4.78697 25.81486 -12.29497
H 6.43283 26.52242 -12.40548
H 6.03975 25.20591 -11.31332
H 5.40730 23.02620 -14.27623
H 4.43117 23.33640 -13.01444
H 6.20773 22.89274 -11.42219
H 7.12472 21.96310 -12.69107
H 5.82845 20.76534 -10.08833
H 6.58377 19.93068 -11.28096
H 4.85738 19.48035 -10.97683
C 4.12533 15.78955 -15.48336
O 3.44638 16.30818 -14.32977
C 3.96937 17.49788 -13.80513
C 4.27012 18.66657 -14.80998
O 5.58372 18.66815 -15.39681
C 6.12671 20.00054 -15.63660
H 5.18823 15.69888 -15.25951
H 3.94991 16.35438 -16.39894
H 3.71814 14.78421 -15.59106
H 4.82004 17.24402 -13.17265
H 3.20402 17.88897 -13.13477
H 4.14690 19.62483 -14.30534
H 3.51212 18.76545 -15.58700
H 7.20211 19.94581 -15.46736
H 5.82952 20.80408 -14.96273
H 5.80776 20.25805 -16.64658
C 15.48850 12.35030 -15.87677
O 15.03582 12.55325 -14.54725
C 13.57324 12.84435 -14.43825
C 13.28479 13.89474 -13.33039
O 13.35580 15.13857 -14.00077
C 14.59092 15.87036 -13.85318
H 16.20590 11.52975 -15.88861
H 16.09688 13.12068 -16.35058
H 14.69884 11.98206 -16.53169
H 13.17335 11.83105 -14.40064
H 13.29981 13.25108 -15.41186
H 13.99620 13.84269 -12.50620
H 12.30320 13.75758 -12.87678
H 15.43974 15.27779 -14.19446
H 14.75422 16.12749 -12.80660
H 14.58277 16.77201 -14.46559
C 13.52245 13.63656 -19.09048
O 12.27956 14.11602 -18.65597
C 12.25184 15.38263 -17.91257
C 13.02855 16.58464 -18.44148
O 13.18450 16.59092 -19.85983
C 11.95004 16.52534 -20.58664
H 14.23024 13.59716 -18.26248
H 14.01784 14.29880 -19.80050
H 13.26906 12.64777 -19.47284
H 12.69114 15.25956 -16.92263
H 11.23968 15.73696 -17.71740
H 14.05451 16.58525 -18.07335
H 12.44497 17.44649 -18.11783
H 11.39778 15.59029 -20.49286
H 12.04574 16.51384 -21.67237
H 11.30245 17.36493 -20.33404
C 10.43843 14.82303 -6.90079
O 11.67868 15.30650 -6.19262
C 12.90310 15.17418 -6.76518
C 13.09539 15.93571 -8.05282
O 12.46428 15.48092 -9.25482
C 12.92353 16.22032 -10.43093
H 9.63575 14.88002 -6.16556
H 10.51782 13.82173 -7.32409
H 10.19001 15.58122 -7.64345
H 12.99182 14.11736 -7.01691
H 13.69430 15.32189 -6.03013
H 14.17251 15.97891 -8.21417
H 12.76365 16.96780 -7.93953
H 12.47691 17.17246 -10.71739
H 12.67882 15.56483 -11.26673
H 13.98355 16.46672 -10.49212
C 4.82061 16.58696 -10.34752
O 6.22221 16.26618 -10.40662
C 6.54097 15.29328 -11.32150
C 8.07862 15.04058 -11.40665
O 8.31336 14.21884 -12.50553
C 9.64407 14.07585 -12.86933
H 4.26893 15.86188 -9.74919
H 4.15872 16.79095 -11.18919
H 4.82456 17.40386 -9.62588
H 6.11688 15.55319 -12.29139
H 6.10436 14.41555 -10.84497
H 8.28980 14.47275 -10.50052
H 8.75233 15.89214 -11.31144
H 10.25546 14.96510 -12.71592
H 9.75149 13.74968 -13.90382
H 10.16987 13.31845 -12.28797
C 2.90023 13.28283 -9.86649
O 2.51592 11.96547 -10.28304
C 3.01488 11.71461 -11.57994
C 2.08215 12.26195 -12.69344
O 2.57009 11.82569 -13.96446
C 1.92550 12.18529 -15.13748
H 2.49063 14.11125 -10.44444
H 3.98902 13.33394 -9.87069
H 2.52605 13.51914 -8.87037
H 3.14552 10.64419 -11.73880
H 4.03125 12.08367 -11.71734
H 2.26745 13.33538 -12.73227
H 1.02184 12.01357 -12.64684
H 0.98471 11.63485 -15.14372
H 2.56384 12.18735 -16.02101
H 1.74140 13.25956 -15.12556
C 8.81571 18.26397 -9.09368
O 9.66865 19.25467 -9.69158
C 9.15544 20.58852 -9.54213
C 10.20153 21.49334 -10.30030
O 11.54621 21.46098 -9.67580
C 12.44745 22.13948 -10.44401
H 9.31287 17.29614 -9.02853
H 7.84649 18.09886 -9.56426
H 8.59996 18.61552 -8.08474
H 9.16986 20.85403 -8.48506
H 8.13945 20.75125 -9.90183
H 9.77845 22.47628 -10.50755
H 10.35904 20.95346 -11.23401
H 12.54140 21.54719 -11.35421
H 13.46538 22.06723 -10.06099
H 12.17185 23.19097 -10.52469
C 8.90468 13.57282 -3.70015
O 8.50906 12.76482 -4.81532
C 8.09705 11.47616 -4.40626
C 7.06905 11.00097 -5.55339
O 5.92512 11.81468 -5.58052
C 5.22737 11.70274 -6.83245
H 7.97728 13.77243 -3.16332
H 9.38327 14.46522 -4.10348
H 9.63898 13.20102 -2.98554
H 7.51207 11.44172 -3.48718
H 8.99462 10.86287 -4.32660
H 6.62813 10.02883 -5.33284
H 7.62997 10.95366 -6.48679
H 5.31144 12.55029 -7.51266
H 4.16510 11.67055 -6.59028
H 5.43684 10.77049 -7.35697
C 9.66450 17.09910 -14.62734
O 9.09976 17.91702 -13.60317
C 9.65615 19.22750 -13.49668
C 11.13608 19.37919 -13.14022
O 12.05160 18.87306 -14.20396
C 12.12600 19.60214 -15.41534
H 9.51695 17.65186 -15.55513
H 9.04374 16.20885 -14.72839
H 10.67544 16.71281 -14.49741
H 9.23665 19.55269 -12.54465
H 9.42050 19.89725 -14.32373
H 11.27979 18.74532 -12.26521
H 11.58797 20.33973 -12.89273
H 12.62505 20.53910 -15.16806
H 11.09047 19.71910 -15.73486
H 12.66333 18.99039 -16.14000
C 3.57664 19.16750 -3.88711
O 4.02276 19.26128 -5.24941
C 5.41227 19.60682 -5.49697
C 6.38716 18.64000 -4.81548
O 6.32578 17.44044 -5.47931
C 7.23485 16.45830 -4.92960
H 4.15269 18.36966 -3.41838
H 2.50389 18.99288 -3.80457
H 3.74989 20.16807 -3.49095
H 5.65396 20.57887 -5.06709
H 5.60731 19.73554 -6.56163
H 6.37220 18.66374 -3.72584
H 7.38934 18.99110 -5.06138
H 7.02677 15.85375 -4.04680
H 8.22238 16.91398 -4.85723
H 7.35102 15.74767 -5.74790
C 11.20650 9.68927 -13.27152
O 12.56682 9.50320 -13.43315
C 12.87098 8.56850 -14.50049
C 14.37596 8.57176 -14.83541
O 14.66856 7.51936 -15.78015
C 16.13073 7.45694 -15.98372
H 10.76879 8.86440 -12.70930
H 10.70764 9.92030 -14.21272
H 11.12577 10.56387 -12.62603
H 12.33898 8.91255 -15.38745
H 12.51962 7.58908 -14.17585
H 14.94024 8.54792 -13.90315
H 14.74530 9.46050 -15.34710
H 16.46810 8.49305 -16.01114
H 16.43443 7.02612 -16.93779
H 16.58143 6.85214 -15.19684
C 10.00330 8.51804 -7.27626
O 9.63303 9.50895 -8.18844
C 10.56947 10.61435 -8.44090
C 11.36732 11.11449 -7.19141
O 12.30743 10.07407 -6.71260
C 12.84532 10.40522 -5.45086
H 9.20597 7.77690 -7.22080
H 10.23408 8.90377 -6.28325
H 10.84264 7.86737 -7.52170
H 9.99091 11.44983 -8.83502
H 11.29187 10.27826 -9.18474
H 10.62557 11.36674 -6.43360
H 11.96979 11.97362 -7.48643
H 13.60400 9.68981 -5.13355
H 12.19276 10.65825 -4.61525
H 13.50873 11.26887 -5.49668
C 15.27088 11.03971 -11.63977
O 16.28888 10.56701 -10.82762
C 15.96440 9.50369 -9.87457
C 14.94827 9.86944 -8.79773
O 15.52578 10.71525 -7.82632
C 15.45868 12.07936 -8.00010
H 15.11615 10.52165 -12.58622
H 15.44710 12.06333 -11.97028
H 14.25414 11.02035 -11.24737
H 16.84069 9.16761 -9.32024
H 15.51362 8.70952 -10.46971
H 14.60180 8.91357 -8.40484
H 13.96201 10.28219 -9.00994
H 14.43655 12.43801 -7.87879
H 15.83931 12.39958 -8.96999
H 15.89784 12.76732 -7.27764
C 9.38929 10.40250 -19.52214
O 8.00185 10.34230 -19.24436
C 7.71400 9.60014 -18.07134
C 6.54302 10.06261 -17.29112
O 6.62287 11.35333 -16.66410
C 5.88923 11.45162 -15.44179
H 9.74873 9.41568 -19.81384
H 9.92527 10.96006 -18.75405
H 9.50538 11.02490 -20.40940
H 8.55441 9.75295 -17.39424
H 7.72076 8.56999 -18.42749
H 6.21703 9.30636 -16.57703
H 5.67078 10.15922 -17.93762
H 4.80753 11.33825 -15.51370
H 5.96887 12.46097 -15.03809
H 6.35269 10.87596 -14.64059
C 3.78905 14.91960 -5.85326
O 2.44165 14.50046 -6.07047
C 1.47506 15.35770 -5.62000
C 0.16600 14.78029 -6.15348
O 0.17389 14.73303 -7.57802
C -0.87368 14.04019 -8.20504
H 4.45266 14.48952 -6.60342
H 4.27414 14.74927 -4.89212
H 3.84401 15.99493 -6.02283
H 1.57251 16.38058 -5.98376
H 1.54508 15.42199 -4.53415
H -0.70663 15.14513 -5.61172
H 0.26936 13.79607 -5.69661
H -1.03884 13.03821 -7.80898
H -0.87470 14.08453 -9.29414
H -1.81460 14.45858 -7.84767
C 1.43056 17.60575 -8.60926
O 1.45688 18.81045 -9.25305
C 1.70452 18.88722 -10.66790
C 0.68891 18.17879 -11.56599
O 0.61924 16.78008 -11.27936
C -0.20296 15.99554 -12.18887
H 0.41178 17.22117 -8.65686
H 1.69627 17.57647 -7.55254
H 2.18420 16.92478 -9.00473
H 2.72552 18.51984 -10.77136
H 1.82194 19.91650 -11.00686
H 1.13675 18.33820 -12.54686
H -0.23804 18.74400 -11.66296
H 0.01924 14.93623 -12.06011
H 0.15607 16.24447 -13.18748
H -1.28992 16.06743 -12.15073
C 0.57653 17.74071 -15.57316
O -0.49571 18.45180 -15.04229
C -1.74647 18.27849 -15.74889
C -2.78569 19.10392 -14.91037
O -3.12026 18.64737 -13.60372
C -3.71035 17.24449 -13.66858
H 0.66627 18.02803 -16.62077
H 0.49691 16.65548 -15.63672
H 1.49652 18.00521 -15.05185
H -1.96810 17.21301 -15.81010
H -1.73128 18.57194 -16.79854
H -3.60540 19.40275 -15.56372
H -2.38350 20.09600 -14.70513
H -3.01092 16.41914 -13.53554
H -4.30028 17.00841 -14.55422
H -4.26118 17.17501 -12.73058